18
Properties=species:S:1:pos:R:3:forces:R:3 method="wB97M-V/def2-TZVPD" mol_weight_g_mol=101.1 multiplicity=1 e_above_lowest_ev=0.4267 total_energy_ev=-8901.2706
C 2.1309 -0.3834 0.4981 0.002 -0.043 0.037
C 0.8173 -0.2672 1.2744 0.126 0.027 0.046
N -0.3183 -0.0549 0.3777 0.023 0.225 -0.110
C -1.2875 -1.1170 0.2019 -0.114 -0.084 -0.044
C -0.3198 1.0979 -0.3604 0.061 -0.027 0.035
C -1.2535 1.1671 -1.5555 -0.035 0.058 -0.030
O 0.4522 2.0142 -0.1091 -0.218 -0.226 -0.072
H 2.9810 -0.4423 1.1852 -0.114 -0.036 -0.079
H 2.2626 0.5007 -0.1325 0.024 -0.190 0.153
H 2.1327 -1.2768 -0.1356 0.008 0.096 0.084
H 0.8796 0.5692 1.9773 -0.027 -0.082 -0.085
H 0.6182 -1.1804 1.8487 0.044 0.210 -0.115
H -1.4343 -1.6291 1.1572 0.038 0.070 -0.129
H -2.2550 -0.7088 -0.0950 0.124 -0.060 0.011
H -0.9865 -1.8644 -0.5440 0.026 0.075 0.068
H -1.0413 2.1036 -2.0722 -0.064 -0.134 0.073
H -2.3120 1.1435 -1.2796 0.146 0.011 0.026
H -1.0662 0.3281 -2.2365 -0.050 0.111 0.132